Density functional theory data (the ωB97M-V functional and the def2-TZVPD basis) for a 6-piece molecular cluster, C28H72N4O12 overall.

XYZ file:
```
116
Properties=species:S:1:pos:R:3:lowdin_charge:R:1
C 3.2790 3.0868 2.6573 -0.22
C 3.5370 1.9202 3.5964 -0.25
O 2.8529 0.8198 3.1148 -0.09
O 3.8860 2.6974 1.4224 -0.06
H 3.8344 3.9947 2.9408 0.12
H 2.1839 3.2552 2.6530 0.11
H 3.2441 2.0498 4.6522 0.13
H 4.5749 1.6214 3.5342 0.12
H 3.3567 0.4995 2.3689 0.10
H 3.2155 2.6252 0.7284 0.09
C 0.0436 0.4585 -0.1581 -0.25
C 0.4058 0.3045 1.2796 -0.23
O 0.6066 1.6702 1.6792 -0.08
O 1.1772 0.6752 -0.9649 -0.06
H -0.6193 1.3364 -0.1783 0.11
H -0.5766 -0.4268 -0.4827 0.11
H 1.3119 -0.2010 1.4396 0.06
H -0.4373 -0.2190 1.8363 0.14
H 1.0915 1.5642 2.4769 0.00
H 0.9731 1.3567 -1.6179 0.03
C 3.8546 0.5670 -2.4885 -0.12
O 2.9684 1.5074 -2.9214 -0.20
C 2.2396 1.1729 -4.0403 -0.23
C 1.2700 2.3181 -4.2982 -0.17
N 0.4717 2.6186 -3.1000 -0.07
C -0.6069 3.5337 -3.3348 -0.23
C -1.5025 3.6855 -2.1490 -0.23
O -0.7217 4.0367 -1.0019 -0.19
C -1.4110 4.0481 0.2541 -0.10
H 4.8401 0.5690 -3.0083 0.11
H 3.3678 -0.4137 -2.4993 0.06
H 4.0143 0.8248 -1.4593 0.08
H 1.7120 0.2203 -3.9151 0.12
H 2.9491 0.9988 -4.8472 0.13
H 0.5609 1.8728 -4.9776 0.11
H 1.7133 3.2732 -4.6821 0.14
H 1.0902 2.9727 -2.3603 0.12
H -1.1942 3.2027 -4.1751 0.12
H -0.2605 4.5677 -3.5965 0.13
H -1.9733 2.7022 -1.9783 0.10
H -2.3681 4.3143 -2.3855 0.13
H -2.0549 4.9328 0.2507 0.09
H -0.6116 4.2416 0.9846 0.09
H -2.0467 3.1520 0.3554 0.08
C 3.4148 -3.7275 -5.6892 -0.13
O 3.2013 -2.9568 -4.5628 -0.16
C 3.1475 -3.7931 -3.4784 -0.30
C 2.7555 -3.0523 -2.2277 -0.22
N 2.1139 -4.0126 -1.3305 -0.06
C 1.3015 -3.5295 -0.2054 -0.19
C 1.8890 -2.5898 0.8360 -0.20
O 3.1009 -3.0223 1.4501 -0.18
C 2.9257 -4.1067 2.2507 -0.17
H 4.4015 -4.2015 -5.6966 0.09
H 3.2424 -3.1064 -6.5622 0.09
H 2.5964 -4.5133 -5.7049 0.11
H 4.1116 -4.3197 -3.2704 0.14
H 2.4340 -4.5598 -3.6126 0.09
H 2.0163 -2.2952 -2.5204 0.10
H 3.5924 -2.4452 -1.7975 0.13
H 2.7970 -4.7393 -1.0985 0.12
H 0.8697 -4.4501 0.1565 0.11
H 0.5181 -2.9769 -0.6383 0.09
H 1.1289 -2.2147 1.6218 0.14
H 2.1787 -1.6774 0.2587 0.12
H 2.2043 -3.9791 3.0884 0.10
H 3.8954 -4.3769 2.6561 0.08
H 2.6485 -5.0146 1.6171 0.10
C -6.7144 -2.0648 -1.8917 -0.10
O -5.5737 -1.4744 -1.3408 -0.19
C -5.3018 -0.1721 -1.6901 -0.26
C -3.8450 0.1238 -1.2717 -0.20
N -2.8016 -0.8373 -1.6764 -0.03
C -2.5377 -0.9751 -3.1353 -0.18
C -1.2675 -1.7143 -3.3771 -0.22
O -1.4850 -3.0602 -2.9053 -0.21
C -0.5306 -3.9596 -3.4590 -0.10
H -7.6035 -1.6563 -1.3810 0.09
H -6.6079 -3.1150 -1.7004 0.08
H -6.7887 -1.8321 -2.9626 0.09
H -5.9253 0.6574 -1.2946 0.13
H -5.3255 -0.0602 -2.7950 0.12
H -3.9176 0.2422 -0.1933 0.11
H -3.6140 1.1145 -1.6321 0.09
H -2.9147 -1.6900 -1.1623 0.10
H -2.5710 -0.0078 -3.5615 0.10
H -3.2904 -1.6077 -3.6539 0.13
H -0.3841 -1.2599 -2.8902 0.11
H -0.9860 -1.8491 -4.4070 0.11
H 0.5644 -3.6577 -3.1836 0.09
H -0.6292 -3.9734 -4.5841 0.10
H -0.8163 -4.8853 -3.0349 0.07
C -0.8746 -1.0987 8.0807 -0.14
O -1.0639 -0.2019 7.0248 -0.18
C 0.0942 0.0436 6.2428 -0.21
C -0.2253 0.9116 5.0186 -0.20
N -0.7710 2.2091 5.3552 -0.04
C -0.9817 3.1586 4.2868 -0.21
C -2.0302 2.8424 3.2910 -0.20
O -3.2819 2.6383 4.0581 -0.19
C -4.3883 2.6287 3.1453 -0.11
H -0.2280 -0.6798 8.8534 0.08
H -0.4080 -2.0987 7.8844 0.10
H -1.8061 -1.1937 8.5976 0.08
H 0.5468 -0.8567 5.8393 0.12
H 0.7913 0.6511 6.8555 0.13
H -0.9721 0.3587 4.3606 0.13
H 0.7250 0.9478 4.4815 0.10
H -1.5711 2.0783 5.9250 0.10
H -0.0249 3.3847 3.8259 0.11
H -1.2809 4.1107 4.6948 0.12
H -1.9117 1.9347 2.7884 0.09
H -2.1354 3.6941 2.6372 0.09
H -4.3719 3.5250 2.4837 0.09
H -5.2373 2.6115 3.8340 0.09
H -4.4525 1.7673 2.4750 0.07
```

Computed properties:
Energy relative to the best compared isomer or geometry (same formula, charge and spin) in kJ/mol: 198.8
Highest occupied orbital energy in eV: -8.34
HOMO-LUMO gap in Ha: 0.3316
Calculated total energy in eV: -60725.894
Structure (SMILES): COCCNCCOC.COCCNCCOC.COCCNCCOC.COCCNCCOC.OCCO.OCCO